Density functional theory data (ωB97M-V/def2-TZVPD) for a cluster of 12 separate species, C4H34N3O11 in total in a non-equilibrium geometry.

Element x y z (Å)
C  0.376  -0.734  2.878
C  1.580  -0.237  2.100
C  1.185  -0.251  0.591
N  0.332  0.924  0.143
C  0.395  1.274  -1.171
N  0.251  0.174  -2.035
N  0.251  2.543  -1.531
H  -0.085  -0.172  3.847
H  0.590  -1.595  3.469
H  -0.551  -0.587  2.298
H  1.817  0.823  2.421
H  2.528  -0.809  2.357
H  2.086  -0.207  0.014
H  0.564  -1.133  0.365
H  0.092  1.652  0.887
H  0.975  -0.509  -1.795
H  0.228  0.343  -3.048
H  0.230  2.785  -2.538
H  0.000  3.254  -0.837
H  2.795  2.558  2.554
H  2.305  3.523  1.484
O  3.051  2.926  1.720
H  -3.358  3.556  0.879
H  -3.024  2.211  1.123
O  -2.725  3.078  1.433
H  -3.498  -1.269  -1.202
H  -2.181  -0.340  -1.508
O  -3.066  -0.371  -0.953
H  -2.782  -1.863  1.415
H  -3.210  -3.320  1.845
O  -2.718  -2.859  1.153
H  0.486  4.623  2.020
H  -0.850  3.909  1.943
O  0.028  3.938  1.560
H  3.393  2.162  -0.919
H  3.387  0.883  -1.792
O  2.875  1.513  -1.376
H  -0.347  -4.204  0.169
H  -0.980  -2.911  0.415
O  -0.473  -3.442  -0.236
H  -3.039  -3.650  -1.619
H  -1.610  -3.173  -1.714
O  -2.484  -2.909  -1.993
H  0.153  -3.177  -2.746
H  1.436  -3.906  -3.122
O  1.108  -3.194  -2.691
H  -3.140  -0.115  0.790
H  -1.686  0.083  1.143
O  -2.497  -0.140  1.505
H  4.323  -1.780  -1.241
H  2.787  -1.819  -1.579
O  3.541  -1.242  -1.148

The HOMO energy is -13.34 eV. As for the net charge: +1. The spin multiplicity is 1. The HOMO-LUMO gap comes out at 10.9077 eV. The calculation puts the energy at -31686.2360 eV. The value obtained for the LUMO energy is -2.4 eV.

=====

Density functional theory data (ωB97M-V/def2-TZVPD) for a structure of composition C4H35N2O14 in a non-equilibrium geometry.

Element x y z (Å)
C  -0.507  -2.735  -2.497
C  -1.242  -1.452  -2.120
C  -2.334  -0.806  -2.651
N  -2.444  0.300  -1.805
C  -1.443  0.380  -0.884
N  -0.677  -0.759  -1.078
H  -1.020  -3.260  -3.402
H  -0.469  -3.414  -1.645
H  0.501  -2.412  -2.801
H  -2.987  -1.027  -3.445
H  -3.514  0.415  -1.414
H  -1.281  1.064  -0.003
H  0.139  -2.168  0.572
H  -2.213  -1.268  1.135
H  -3.057  -0.485  2.118
O  -2.249  -0.842  1.990
H  -1.454  1.614  -4.507
H  -1.381  1.837  -3.041
O  -1.218  2.301  -3.900
H  -4.377  -1.612  -0.786
H  -5.545  -0.369  -0.526
O  -4.547  -0.717  -0.567
H  1.915  2.036  2.133
H  0.995  1.410  0.925
O  1.023  1.808  1.754
H  -2.402  -2.761  -0.045
H  -2.242  -3.889  1.110
O  -1.974  -3.059  0.676
H  -0.902  -0.241  2.516
H  0.298  0.817  2.961
O  -0.399  0.198  3.411
H  0.817  -1.977  2.325
H  0.994  -1.079  0.094
O  0.769  -1.514  0.963
H  1.741  -0.213  -1.813
H  1.745  1.284  -1.864
O  2.095  0.432  -1.359
H  0.295  3.893  0.941
H  0.411  4.915  1.902
O  -0.211  4.578  1.341
H  2.042  2.601  -3.865
H  0.444  2.367  -3.503
O  1.413  2.469  -3.218
H  4.087  -1.493  -0.299
H  3.529  -0.069  -0.554
O  3.964  -0.707  0.127
H  0.211  -0.815  3.472
H  1.895  -1.676  3.432
O  0.914  -1.906  3.313
H  3.180  -0.647  2.066
H  3.776  -1.246  3.499
O  3.070  -0.795  3.078
H  3.677  2.013  0.160
H  4.449  1.787  1.436
O  3.686  2.126  1.117

The HOMO energy is -12.54 eV. As for the net charge: +1. The spin multiplicity is 1. The HOMO-LUMO gap comes out at 9.6925 eV. The calculation puts the energy at -36353.1257 eV. The value obtained for the LUMO energy is -2.8 eV.

=====

Look up the net charge of the first one. +1